No. 1
DFT (ωB97M-V/def2-TZVPD) results for a cluster of 9 separate species, C20H63N5O9 in total in a non-equilibrium geometry.

Its SMILES is COC[C@H](C)N.COC[C@H](C)N.COC[C@H](C)N.COC[C@H](C)N.COC[C@H](C)N.O.O.O.O. As for the HOMO energy: -8.996 eV. For the LUMO energy, the calculation gives 0.4 eV.

The geometry in XYZ format:
```
97
Properties=species:S:1:pos:R:3:lowdin_charge:R:1
O 1.258 2.863 -6.562 -0.0545
H 1.332 3.816 -6.501 0.0274
H 0.677 2.621 -5.841 0.0264
O -5.946 3.823 -1.032 -0.0561
H -5.946 4.330 -1.844 0.0272
H -6.781 3.355 -1.042 0.0288
O -1.236 2.797 -2.239 -0.0555
H -2.149 3.066 -2.348 0.0257
H -1.239 2.255 -1.450 0.0299
O -5.367 7.516 -4.527 -0.0559
H -4.813 7.844 -5.235 0.0283
H -5.500 8.272 -3.956 0.0279
C 3.305 8.267 -0.194 -0.0687
C 4.514 7.576 0.365 -0.4655
C 5.504 8.521 1.039 -0.1775
O 6.450 9.080 0.047 -0.2026
C 7.509 9.810 0.692 -0.1054
N 4.050 6.718 1.452 0.0245
H 3.697 9.180 -0.641 0.0792
H 2.703 8.648 0.630 0.0828
H 2.712 7.689 -0.903 0.0800
H 5.005 7.021 -0.435 0.1388
H 6.089 8.023 1.813 0.1085
H 4.992 9.267 1.647 0.1257
H 7.957 9.206 1.481 0.0780
H 6.983 10.660 1.126 0.0815
H 8.282 10.171 0.014 0.0841
H 4.808 6.149 1.800 0.0666
H 3.618 6.029 0.853 0.0700
C -0.113 -7.877 6.191 -0.0660
C -0.937 -7.160 5.118 -0.4171
C -0.315 -5.804 4.720 -0.1898
O -1.270 -5.157 3.876 -0.2216
C -0.962 -3.926 3.322 -0.1354
N -1.041 -8.132 4.025 0.0326
H 0.587 -7.205 6.686 0.0698
H 0.381 -8.740 5.744 0.0710
H -0.845 -8.207 6.928 0.0726
H -1.872 -6.791 5.538 0.1369
H 0.636 -5.887 4.195 0.1266
H -0.344 -5.108 5.559 0.1238
H -0.085 -3.970 2.677 0.0819
H -0.768 -3.160 4.072 0.0842
H -1.816 -3.702 2.683 0.0915
H -0.226 -8.277 3.446 0.0731
H -1.805 -7.933 3.394 0.0658
C 5.821 -1.988 -3.067 -0.0637
C 5.449 -2.611 -1.721 -0.4247
C 6.596 -3.358 -0.982 -0.2089
O 6.981 -4.617 -1.484 -0.1750
C 5.872 -5.463 -1.712 -0.1093
N 4.792 -1.592 -0.805 0.0252
H 6.424 -2.675 -3.662 0.0809
H 6.409 -1.095 -2.858 0.0720
H 4.889 -1.592 -3.471 0.0754
H 4.594 -3.262 -1.904 0.1095
H 6.295 -3.504 0.055 0.1163
H 7.380 -2.609 -0.872 0.1248
H 5.421 -5.241 -2.679 0.0853
H 5.201 -5.400 -0.856 0.0963
H 6.233 -6.488 -1.803 0.0879
H 5.548 -1.039 -0.428 0.0520
H 4.300 -0.858 -1.294 0.0559
C -3.028 -3.378 -4.996 -0.0775
C -2.292 -4.472 -5.783 -0.4612
C -0.858 -4.128 -6.092 -0.2008
O -0.291 -5.216 -6.836 -0.1787
C 1.075 -5.012 -7.239 -0.1057
N -2.441 -5.642 -4.952 0.0332
H -3.227 -2.555 -5.682 0.0707
H -2.427 -3.041 -4.151 0.0736
H -3.971 -3.657 -4.526 0.0731
H -2.855 -4.595 -6.708 0.1339
H -0.366 -3.888 -5.150 0.1300
H -0.840 -3.231 -6.710 0.1282
H 1.278 -5.638 -8.108 0.0870
H 1.818 -5.129 -6.449 0.0784
H 1.406 -4.006 -7.497 0.0764
H -3.190 -6.221 -5.305 0.0756
H -1.660 -6.260 -5.119 0.0637
C -5.807 1.131 6.066 -0.0597
C -5.975 2.035 4.820 -0.4153
C -7.119 3.080 4.853 -0.1708
O -8.332 2.285 4.836 -0.1997
C -9.485 3.070 4.708 -0.1325
N -4.774 2.651 4.232 0.0263
H -4.963 0.442 6.110 0.0717
H -6.644 0.460 6.259 0.0720
H -5.698 1.745 6.960 0.0661
H -6.187 1.241 4.104 0.1267
H -7.254 3.602 3.906 0.1122
H -6.927 3.822 5.629 0.1257
H -10.292 2.372 4.931 0.0958
H -9.439 3.586 3.749 0.0790
H -9.553 3.968 5.322 0.0801
H -4.907 2.897 3.262 0.0654
H -4.653 3.532 4.710 0.0573
```

---

No. 2
DFT (ωB97M-V/def2-TZVPD) results for a cluster of 21 separate species, C20H64F17NO24PS2 in total in a non-equilibrium geometry.

Its net charge is +1. As for the HOMO energy: -10.359 eV. For the LUMO energy, the calculation gives -3.7 eV.

The geometry in XYZ format:
```
129
Properties=species:S:1:pos:R:3:lowdin_charge:R:1
C 0.520 0.345 4.088 -0.0880
C -0.469 -0.546 5.097 -0.2180
O -1.663 0.204 5.524 -0.2148
C -2.857 -0.154 4.742 -0.1422
C -3.246 1.125 3.749 -0.1322
O -3.782 0.666 2.459 -0.1374
C -2.675 0.212 1.553 -0.2248
O -2.804 -1.284 1.562 -0.1124
C -1.840 -1.901 0.643 -0.1169
C -0.858 -0.850 -0.116 -0.2879
C 0.050 -1.568 -1.323 -0.1045
C 0.510 -3.100 -0.977 -0.0511
C 1.746 -3.194 0.146 -0.1648
F 1.370 -2.507 1.400 0.0134
F 1.809 -4.664 0.493 -0.0075
C 3.206 -2.811 -0.471 -0.0800
F 3.916 -4.112 -0.768 0.0203
F 3.163 -2.091 -1.784 0.0336
C 4.210 -1.972 0.514 -0.0622
F 4.249 -2.500 1.930 0.0468
F 5.603 -2.252 -0.005 0.0403
C 3.868 -0.375 0.642 -0.0473
F 2.449 -0.028 0.255 -0.0144
F 3.953 -0.005 2.104 0.0486
C 4.819 0.626 -0.242 -0.0551
F 5.090 0.123 -1.641 0.0434
F 3.992 1.873 -0.463 0.0199
C 6.178 1.149 0.529 -0.0600
F 5.859 2.171 1.595 0.0503
F 6.896 0.050 1.276 0.0341
C 7.301 1.834 -0.447 -0.0712
F 8.435 2.359 0.402 0.0548
F 7.926 0.859 -1.417 0.0440
C 6.779 3.101 -1.343 -0.1446
F 5.965 4.101 -0.616 0.0482
F 6.038 2.742 -2.575 0.0603
F 8.012 3.839 -1.810 0.0454
N -1.476 0.398 -0.672 -0.3726
S -0.214 1.604 -0.713 0.9656
C -2.767 0.857 0.038 -0.4281
C -2.984 2.475 0.020 -0.1778
C -4.459 3.045 0.402 -0.1470
O -5.562 2.387 0.741 -0.0816
P -4.163 0.032 -1.051 0.5160
S -4.618 1.179 -2.585 0.2462
H 1.625 0.136 4.418 0.0758
H 0.323 1.515 4.208 0.0903
H 0.429 0.000 2.955 0.0421
H 0.175 -0.729 6.081 0.1368
H -0.694 -1.617 4.661 0.0936
H -2.782 -1.174 4.169 0.1286
H -3.758 -0.282 5.513 0.1424
H -4.149 1.676 4.303 0.1523
H -2.391 1.928 3.673 0.1126
H -1.687 0.572 2.120 0.1625
H -2.486 -2.445 -0.200 0.1276
H -1.290 -2.770 1.220 0.1492
H -0.046 -0.499 0.686 0.1127
H 0.918 -0.867 -1.693 0.0932
H -0.704 -1.649 -2.245 0.1200
H 0.995 -3.533 -1.978 0.1547
H -0.379 -3.839 -0.728 0.1493
H -1.723 0.195 -1.688 0.1060
H 0.431 1.731 0.528 -0.0252
H -2.777 2.839 -1.099 0.0847
H -2.230 2.986 0.794 0.1406
H -4.576 4.234 0.362 0.1373
H -3.656 -1.205 -1.599 -0.0224
H -5.358 -0.259 -0.286 0.0364
O -1.350 -0.359 -3.980 -0.0751
H -1.686 0.232 -4.670 0.0174
H -0.750 -0.955 -4.454 0.0536
O 6.428 6.522 -2.118 -0.0498
H 6.413 5.557 -2.033 -0.0063
H 6.772 6.827 -1.266 0.0589
O 0.121 -3.548 4.333 -0.0870
H 0.533 -4.321 4.747 0.0157
H 0.060 -3.789 3.396 0.0235
O -1.067 -5.993 4.599 -0.0683
H -1.408 -5.475 5.343 0.0462
H -1.310 -6.905 4.818 0.0488
O 2.129 -5.025 3.987 -0.0563
H 2.015 -4.584 3.131 0.0198
H 2.870 -5.631 3.841 0.0683
O -1.689 3.912 4.838 -0.0705
H -1.682 4.645 4.205 0.0180
H -1.315 4.295 5.645 0.0515
O -3.942 -3.136 -2.315 -0.0972
H -4.727 -3.233 -2.876 0.0381
H -3.217 -3.464 -2.869 0.0542
O -6.738 -1.149 -3.486 -0.1251
H -7.146 -0.552 -2.841 -0.0136
H -7.002 -0.783 -4.343 0.0001
O -8.022 1.390 -2.873 -0.0795
H -8.431 1.987 -2.229 0.0516
H -8.287 1.755 -3.731 0.0557
O -2.221 5.009 -1.730 -0.0657
H -1.367 4.871 -2.166 0.0444
H -2.504 5.882 -2.040 0.0513
O 3.339 5.991 -2.199 -0.0746
H 4.203 6.248 -2.553 0.0079
H 3.466 6.006 -1.238 0.0305
O 9.588 -0.953 0.780 -0.0531
H 9.777 -0.788 -0.156 0.0359
H 8.743 -0.503 0.931 -0.0137
O -8.586 -1.141 -5.439 -0.0603
H -8.888 -1.784 -6.098 0.0576
H -9.318 -1.093 -4.806 0.0567
O 2.151 0.899 -2.546 -0.0974
H 3.016 1.156 -2.900 0.0466
H 2.278 0.914 -1.585 -0.0478
O -6.028 -4.831 -2.194 -0.0647
H -6.043 -5.796 -2.109 0.0505
H -5.684 -4.526 -1.341 0.0389
O -3.150 6.523 4.211 -0.0652
H -3.442 7.408 3.946 0.0463
H -3.963 6.087 4.507 0.0480
O -5.850 5.285 -1.297 -0.0683
H -6.142 6.170 -1.562 0.0466
H -6.663 4.849 -1.001 0.0447
O 6.360 -5.728 -0.293 -0.0694
H 5.748 -4.985 -0.409 -0.0110
H 6.138 -6.329 -1.020 0.0049
O 6.791 -6.526 -2.901 -0.0580
H 7.646 -6.663 -3.337 0.0600
H 6.508 -5.652 -3.211 0.0500
O -1.909 1.553 -6.451 -0.0554
H -1.054 1.415 -6.887 0.0492
H -2.192 2.426 -6.761 0.0537
```

---

No. 3
DFT (ωB97M-V/def2-TZVPD) results for a cluster of 11 separate species, C20H65N19O11 in total in a non-equilibrium geometry.

Its SMILES is COC[C@H](C)N.COC[C@H](C)N.COC[C@H](C)N.NC(N)=O.NC(N)=O.NC(N)=O.NC(N)=O.NC(N)=O.NC(N)=O.NC(N)=O.NC(N)=O. As for the HOMO energy: -9.243 eV. For the LUMO energy, the calculation gives 0.6 eV.

The geometry in XYZ format:
```
115
Properties=species:S:1:pos:R:3:lowdin_charge:R:1
C 3.810 -0.995 3.795 -0.0321
C 3.596 0.497 3.586 -0.3981
C 3.884 1.277 4.872 -0.2520
O 3.108 1.071 5.982 -0.1430
C 1.818 1.626 5.856 -0.0895
N 4.566 1.004 2.573 0.0306
H 3.016 -1.617 3.341 0.0673
H 3.943 -1.274 4.810 0.0621
H 4.684 -1.331 3.191 0.0860
H 2.643 0.771 3.257 0.0771
H 3.849 2.298 4.499 0.1146
H 4.922 1.053 5.082 0.1271
H 1.200 1.403 4.978 0.0723
H 1.829 2.737 5.932 0.1037
H 1.302 1.117 6.660 0.0881
H 4.650 0.391 1.768 0.0494
H 5.441 1.181 3.044 0.0714
C 0.010 -2.477 2.408 -0.0453
C -0.963 -2.359 1.238 -0.4010
C -1.237 -3.628 0.473 -0.2447
O -0.162 -4.252 -0.102 -0.1529
C -0.082 -3.988 -1.467 -0.1030
N -2.210 -1.703 1.686 0.0154
H 0.208 -1.533 2.900 0.0561
H 0.955 -2.924 2.157 0.0714
H -0.417 -3.033 3.214 0.0705
H -0.550 -1.615 0.561 0.1079
H -1.953 -3.332 -0.268 0.0774
H -1.746 -4.404 1.092 0.1479
H 0.815 -4.522 -1.872 0.0798
H 0.128 -2.952 -1.662 0.0812
H -0.968 -4.366 -1.982 0.0976
H -2.794 -1.468 0.841 0.0610
H -2.857 -2.253 2.287 0.1057
C -3.229 -1.906 -3.025 -0.0400
C -4.236 -1.413 -1.965 -0.3908
C -4.808 -2.519 -1.093 -0.2042
O -5.655 -3.351 -1.870 -0.2073
C -6.724 -4.066 -1.262 -0.0902
N -3.505 -0.459 -1.063 0.0546
H -3.104 -1.130 -3.749 0.0412
H -3.633 -2.875 -3.496 0.1125
H -2.270 -2.128 -2.552 0.0588
H -5.067 -0.876 -2.563 0.1548
H -5.382 -2.238 -0.264 0.0996
H -3.966 -3.195 -0.815 0.1205
H -6.348 -4.881 -0.736 0.0564
H -7.332 -4.429 -2.097 0.0937
H -7.311 -3.451 -0.558 0.0918
H -2.957 0.185 -1.611 0.0361
H -4.169 0.099 -0.559 0.0729
C 5.033 -0.087 -1.310 -0.6682
O 4.459 -0.615 -0.345 -0.0271
N 4.362 0.488 -2.257 0.1785
N 6.433 0.010 -1.351 0.1642
H 4.751 1.254 -2.760 0.1068
H 3.324 0.489 -2.121 0.0683
H 6.912 0.315 -2.197 0.1077
H 6.740 -0.687 -0.799 0.0413
C -2.007 4.594 0.642 -0.6358
O -3.255 4.545 0.416 -0.0458
N -1.530 5.434 1.586 0.1378
N -1.034 3.930 -0.008 0.2002
H -0.531 5.395 1.816 0.0637
H -2.218 5.905 2.198 0.1280
H -0.136 3.956 0.406 0.0574
H -1.225 3.344 -0.784 0.0492
C 2.817 -4.150 -3.588 -0.7230
O 2.472 -3.638 -4.641 0.0276
N 2.959 -5.462 -3.434 0.1591
N 3.226 -3.426 -2.491 0.1551
H 3.538 -5.920 -2.813 0.0743
H 2.856 -5.977 -4.320 0.1299
H 2.990 -2.456 -2.556 0.0809
H 3.074 -3.692 -1.531 0.0975
C 2.233 3.975 1.903 -0.6509
O 1.126 4.478 2.112 -0.0457
N 3.297 4.652 2.421 0.1752
N 2.405 2.751 1.477 0.2216
H 4.219 4.406 2.185 0.0817
H 3.137 5.623 2.593 0.1004
H 1.505 2.279 1.378 0.0740
H 3.248 2.268 1.502 0.0461
C -0.895 0.636 -4.923 -0.5780
O -2.134 0.708 -5.142 -0.0414
N -0.274 1.331 -3.907 0.1661
N -0.030 -0.200 -5.641 0.1486
H 0.669 1.289 -3.586 0.0647
H -0.895 1.934 -3.415 0.0480
H -0.463 -0.769 -6.369 0.1092
H 0.921 -0.289 -5.290 0.1003
C 0.968 0.490 -0.848 -0.6238
O 1.650 0.532 -1.898 -0.0487
N -0.258 1.033 -0.682 0.2190
N 1.528 -0.128 0.185 0.2106
H -0.791 0.811 0.121 0.0824
H -0.745 1.158 -1.549 0.0547
H 2.464 -0.375 -0.088 0.0710
H 1.166 0.000 1.100 0.0596
C -3.671 2.686 -2.579 -0.7217
O -2.497 2.529 -2.286 -0.0226
N -4.381 3.647 -1.912 0.1618
N -4.186 2.066 -3.601 0.1912
H -5.353 3.441 -1.755 0.0940
H -3.786 3.730 -1.063 0.0530
H -5.010 2.339 -4.128 0.1280
H -3.401 1.603 -4.069 0.0676
C -0.903 1.669 2.925 -0.6998
O 0.234 1.303 2.538 -0.0617
N -1.125 2.887 3.225 0.2177
N -1.809 0.708 3.159 0.1607
H -1.881 3.224 3.712 0.0936
H -0.402 3.552 2.912 0.0885
H -1.839 -0.217 2.686 0.0439
H -2.793 0.927 3.385 0.1128
```

---

The HOMO-LUMO gap results, record by record, are as follows: 9.38; 6.67; 9.80 eV.